1.
This record from OMol25 describes 2 unconnected molecules or ions with the total composition C6H11NO2 in a non-equilibrium geometry. The level of theory is ωB97M-V/def2-TZVPD.

XYZ file:
```
20
Properties=species:S:1:pos:R:3:forces:R:3:mulliken_charge:R:1
C -1.65431 -3.18268 -0.89987 2.19 0.57 0.85 0.69
C -1.53278 0.06874 0.67223 1.00 0.66 -0.03 -0.51
C -1.30408 1.57132 0.45662 -2.36 0.88 0.77 -0.68
C -0.57166 0.60054 -0.37780 1.38 -0.54 0.61 -0.22
C 1.42369 -0.88324 -0.13065 -2.71 0.26 -0.61 -0.77
C 1.57931 1.57142 -0.36625 4.28 0.85 -0.38 -0.93
N 0.98393 0.48008 0.30593 -2.27 -0.68 0.70 -0.16
O -2.77973 -3.25685 -0.87509 -3.44 -0.41 -0.46 -0.32
O -0.51304 -3.06813 -0.79347 1.08 -0.31 -0.49 -0.40
H -1.10860 -0.44560 1.56401 -0.78 0.51 -0.62 0.28
H -2.39594 -0.28405 0.16855 -0.85 -0.84 0.28 0.20
H -2.19111 2.20344 0.05156 1.74 -1.24 0.39 0.19
H -0.89117 2.06519 1.32804 0.37 0.11 -0.02 0.28
H 2.47443 -0.95023 0.02843 0.71 -0.80 0.49 0.42
H 0.63664 -1.60341 0.31222 2.15 0.97 -0.16 0.20
H 1.17284 -0.96895 -1.22200 0.45 0.39 0.95 0.30
H 1.13850 2.55065 -0.10668 -0.01 -0.75 -0.39 0.33
H 2.69276 1.58032 -0.03722 -1.39 0.39 -0.42 0.33
H 1.64363 1.32244 -1.42984 -0.54 0.57 0.15 0.33
H 1.19668 0.62900 1.35128 -1.02 -0.59 -1.61 0.41
```
Positions in Å, forces in eV/Å.

Its spin multiplicity is 1. The value obtained for the energy above the lowest of the compared OMol25 structures with the same formula, charge and spin is 115.8 kcal/mol. As for the lowest unoccupied orbital energy: 0.7 eV. The orbital gap is 7.8 eV. The molar mass comes out at 129.16 g/mol. As for the net charge: 0.



2.
This record from OMol25 describes a molecular structure, C19H34N6O7Sn in a non-equilibrium geometry. The level of theory is ωB97M-V/def2-TZVPD.

XYZ file:
```
67
Properties=species:S:1:pos:R:3:forces:R:3:mulliken_charge:R:1
O -0.09615 -1.11095 -5.45571 1.70 -1.32 -2.42 -0.63
H -0.29370 -1.23702 -6.39931 0.34 -0.04 0.31 0.16
Sn -0.30710 0.13688 -2.41431 -0.99 -3.01 -1.41 1.15
N 1.31409 -1.21820 -2.75240 -1.20 -2.91 0.68 0.88
N -0.96443 -1.79321 -1.57861 2.73 -2.40 -1.60 0.77
N 0.45724 2.10225 -2.20487 -0.14 2.93 1.52 0.38
N -1.46472 1.03853 -0.82544 -0.01 3.11 2.05 0.45
O 2.51601 -0.91694 -2.92802 0.89 0.59 -0.71 -0.76
O 1.49595 2.62909 -2.94094 -0.84 -0.91 0.25 -0.56
O -2.27343 0.41412 0.06647 0.21 0.41 -0.97 -0.56
O -1.91586 -2.02618 -0.73062 -1.68 0.69 0.89 -1.00
C -0.32571 -2.84540 -2.16987 -2.55 2.61 1.42 0.51
C 0.88907 -2.53443 -2.82878 1.44 3.41 -0.59 0.28
C -0.18601 2.93296 -1.37869 2.17 -1.54 -2.48 0.29
C -1.26557 2.35211 -0.63809 -1.38 -3.21 0.58 0.66
C 1.76495 -3.44013 -3.59359 0.36 -0.48 0.12 -1.61
H 1.76068 -3.12959 -4.64947 0.12 0.04 0.26 0.25
H 1.40948 -4.46842 -3.54309 0.13 0.02 0.00 0.44
H 2.79134 -3.38175 -3.20391 -0.22 -0.08 -0.24 0.27
C -0.93022 -4.19795 -2.07131 0.20 -0.50 -0.06 -1.59
H -1.91271 -4.20355 -2.56400 0.17 0.07 0.22 0.29
H -1.07345 -4.50434 -1.02807 -0.02 0.15 -0.19 0.30
H -0.29466 -4.93514 -2.57623 -0.23 0.14 0.20 0.41
C 0.27447 4.33239 -1.22492 -0.17 0.31 -0.11 -1.73
C -2.04855 3.12809 0.35754 -0.08 0.34 0.30 -1.69
H 0.92689 4.59322 -2.06431 -0.20 -0.01 0.29 0.43
H 0.84007 4.43107 -0.28938 -0.09 0.03 -0.14 0.34
H -0.58621 5.00818 -1.18767 0.19 -0.04 0.06 0.39
H -2.65284 2.47204 0.98891 0.19 0.10 -0.20 0.40
H -2.72017 3.83362 -0.15203 0.13 -0.15 0.07 0.36
H -1.37800 3.72390 0.99052 -0.14 -0.12 -0.10 0.38
H 1.53517 1.92239 -3.68716 0.28 0.15 0.11 0.55
H -2.19513 -0.59410 -0.19021 -0.22 -0.65 -0.31 0.37
C -1.64762 0.04665 -4.05101 -0.37 0.79 0.95 -1.63
H -1.00723 -0.68132 -4.96141 -0.29 0.55 1.07 0.44
H -1.74797 1.04697 -4.47149 -0.48 0.06 0.10 0.34
H -2.55480 -0.47737 -3.76827 -0.35 0.44 0.38 0.40
O 1.21021 0.89203 -4.77953 0.32 0.90 -0.80 -0.62
H 0.74033 0.00796 -5.14081 -0.07 -0.03 0.00 0.25
H 1.28867 1.48979 -5.55050 -0.19 -0.61 0.52 0.24
C -2.24958 -1.30084 5.35046 -0.24 -0.15 -0.13 -1.16
C -0.81856 -0.88620 5.61916 0.34 -0.10 -0.04 -0.56
N -0.12185 -0.29668 4.46865 0.05 0.19 -0.32 0.21
C 0.09199 1.16216 4.50831 -0.33 -0.48 -0.08 -0.48
C 1.10667 1.56721 5.56748 0.05 0.16 -0.13 -1.06
C 0.11805 -1.10347 3.39015 -0.13 -0.58 0.39 0.32
O -0.27023 -2.27057 3.36125 0.43 0.81 -0.11 -0.64
C 0.91330 -0.52791 2.24470 0.16 -0.31 -0.02 -0.62
C 2.18240 0.04117 2.40068 -0.24 -0.07 -0.39 0.10
C 2.82433 0.51382 1.26003 -0.19 -0.09 -0.25 -1.12
C 2.16950 0.42243 0.02385 0.34 0.42 0.49 -0.40
N 0.96020 -0.11658 -0.11210 0.28 -0.24 0.09 0.38
C 0.38871 -0.67482 0.96424 0.02 0.35 0.07 -0.55
H -2.84177 -0.46798 4.95982 0.02 -0.07 0.05 0.28
H -2.70554 -1.65152 6.28073 0.00 0.10 -0.07 0.38
H -2.26959 -2.12261 4.63444 -0.07 0.15 0.03 0.32
H -0.79412 -0.12335 6.39926 0.05 -0.20 0.08 0.33
H -0.24626 -1.76506 5.95076 -0.11 0.29 0.00 0.33
H 0.40878 1.50132 3.51512 -0.15 -0.08 0.29 0.27
H -0.88489 1.62738 4.73016 0.30 -0.04 -0.13 0.35
H 2.07156 1.07547 5.39497 -0.20 0.08 0.11 0.21
H 1.25602 2.64903 5.51375 0.05 -0.07 0.11 0.40
H 0.74736 1.32377 6.57211 0.18 0.02 -0.15 0.36
H 2.65525 0.05556 3.38369 -0.12 0.18 -0.27 0.56
H 3.80834 0.96981 1.28801 -0.07 -0.17 0.11 0.45
H 2.65298 0.80397 -0.87729 -0.20 -0.12 0.14 0.45
H -0.52534 -1.24381 0.79818 0.13 0.16 0.12 0.89
```
Positions in Å, forces in eV/Å.

Its spin multiplicity is 1. The value obtained for the energy above the lowest of the compared OMol25 structures with the same formula, charge and spin is 0.0 kcal/mol. As for the lowest unoccupied orbital energy (alpha / beta): -1.5 / -1.5 eV. The orbital gap (alpha / beta) is 4.7 / 4.7 eV. The molar mass comes out at 577.23 g/mol. As for the net charge: 0.



3.
This record from OMol25 describes C5H9NO in the gas phase. The level of theory is ωB97M-V/def2-TZVPD.

XYZ file:
```
16
Properties=species:S:1:pos:R:3:forces:R:3:mulliken_charge:R:1
C -1.33989 1.12612 -0.82257 -0.02 -0.13 0.06 -0.74
C -1.50718 0.08339 -0.01475 -0.02 0.11 -0.09 -0.10
C -0.63708 -1.15398 0.01761 -0.01 0.01 0.04 -0.73
C 0.81126 -0.94441 -0.46178 0.00 0.03 -0.13 -0.39
C 1.45819 0.35152 0.02053 0.05 -0.03 -0.02 0.31
N 1.31663 0.60995 1.36319 0.03 0.16 -0.13 -0.42
O 2.10109 1.07785 -0.71365 -0.12 -0.29 0.23 -0.61
H -1.98807 1.99494 -0.75674 0.02 -0.16 -0.05 0.28
H -0.54569 1.16396 -1.56437 -0.07 0.02 0.14 0.23
H -2.32390 0.10529 0.70751 0.08 -0.02 -0.13 0.32
H -0.64190 -1.56584 1.03634 0.03 0.12 -0.12 0.36
H -1.10430 -1.93460 -0.59708 0.09 0.07 0.09 0.34
H 0.88446 -0.93685 -1.55190 -0.08 0.07 0.13 0.28
H 1.43134 -1.78180 -0.11591 -0.09 0.16 -0.03 0.35
H 1.59489 1.54404 1.63115 -0.03 -0.11 0.01 0.25
H 0.49015 0.26043 1.82242 0.13 -0.02 0.01 0.25
```
Positions in Å, forces in eV/Å.

As for the SMILES: C=CCCC(N)=O. Its spin multiplicity is 1. The value obtained for the energy above the lowest of the compared OMol25 structures with the same formula, charge and spin is 17.9 kcal/mol. As for the lowest unoccupied orbital energy: 0.9 eV. The orbital gap is 10.6 eV. The molar mass comes out at 99.13 g/mol. As for the net charge: 0.



4.
This record from OMol25 describes 2 unconnected molecules or ions with the total composition C5H7BN5O2 in a non-equilibrium geometry. The level of theory is ωB97M-V/def2-TZVPD.

XYZ file:
```
20
Properties=species:S:1:pos:R:3:forces:R:3:mulliken_charge:R:1
O 2.49801 0.79268 0.86828 0.09 -1.25 -1.00 -0.66
N 2.32981 -0.34439 0.32250 0.53 0.54 0.67 0.93
C 1.01188 -0.68561 -0.01668 1.43 0.85 1.53 -0.46
C 0.14186 0.40684 0.43324 -1.31 -0.33 -0.14 0.04
N -1.18553 -0.12485 0.62117 -0.47 -0.04 -0.13 0.76
N -2.18605 0.58900 1.16640 -1.15 -0.26 -0.60 -0.69
N -3.26127 -0.15128 1.07221 1.45 -0.04 0.25 -0.48
N -2.98274 -1.37222 0.55746 1.66 0.35 -0.06 -0.52
C -1.63829 -1.36154 0.30205 -1.61 1.51 0.06 0.80
C -0.74793 -2.30376 -0.23413 0.47 -1.06 -0.40 -0.90
C 0.58697 -1.97317 -0.34328 -0.84 -0.20 -0.21 -0.16
O 3.28331 -1.11940 0.16451 -0.41 -0.08 -0.30 -0.72
H 0.36823 0.97453 1.32013 0.56 -0.08 0.19 0.40
H -1.19285 -3.26155 -0.47610 0.45 -0.03 -0.14 0.37
H 1.32134 -2.68155 -0.71413 -0.07 0.07 0.20 0.44
H 0.22583 1.21565 -0.39951 -0.62 0.21 -0.11 0.19
B 0.35046 2.64407 -1.06000 -0.13 2.12 -0.64 -0.05
H 1.00019 2.45613 -2.08181 -0.19 -0.63 0.69 -0.10
H -0.82730 2.93981 -1.28518 0.55 -0.69 0.42 -0.09
H 0.90407 3.36060 -0.21712 -0.38 -0.97 -0.28 -0.09
```
Positions in Å, forces in eV/Å.

Its spin multiplicity is 1. The value obtained for the energy above the lowest of the compared OMol25 structures with the same formula, charge and spin is 0.0 kcal/mol. As for the lowest unoccupied orbital energy: 3.1 eV. The orbital gap is 7.3 eV. The molar mass comes out at 179.96 g/mol. As for the net charge: -1.